A cluster of 7 separate species, C19H23Cl8N3 in total at a distorted geometry, computed with the ωB97M-V functional and the def2-TZVPD basis.

```
53
Properties=species:S:1:pos:R:3:forces:R:3
C -9.727890 -9.864150 -0.443590 -0.8915 -0.4855 0.3976
C -10.966720 -9.817410 -1.118500 1.8424 0.3195 0.1290
C -10.872100 -9.789840 -2.485720 0.4597 -1.8488 -1.2322
N -9.732320 -10.044220 -3.195650 0.2714 -0.0279 1.0814
C -8.587060 -10.267590 -2.510980 -2.2112 0.9115 0.0958
C -8.542020 -10.126810 -1.108100 0.1887 0.1464 -1.3481
H -9.841160 -9.807290 0.628950 0.7024 0.0218 0.2331
H -11.888250 -9.824660 -0.555360 -0.0870 0.2648 -0.2016
H -11.751930 -9.912770 -3.099870 -0.2900 0.7130 -0.1080
H -7.744770 -10.540160 -3.129560 0.2582 0.0437 0.1926
H -7.541100 -10.200350 -0.709140 -0.2466 -0.0678 0.7597
C -3.482070 -3.080330 0.258480 0.2709 -1.6558 -0.9889
C -3.407850 -4.440190 0.624160 -0.6124 1.7724 0.4604
C -3.074820 -5.358720 -0.334180 0.0192 -1.0035 -1.3510
N -2.802700 -5.090460 -1.638050 -0.4254 1.1481 0.9502
C -2.884510 -3.805110 -1.992640 -0.1751 -0.1893 0.8399
C -3.245900 -2.791190 -1.074970 0.8267 0.4281 0.3818
H -3.716650 -2.300240 0.967580 -0.0068 -0.0335 0.0429
H -3.702800 -4.609300 1.649250 0.2852 -0.9107 0.0168
H -3.064900 -6.430090 -0.198210 0.0453 -0.0791 0.8305
H -2.647160 -3.645410 -3.034070 -0.0667 0.5223 -0.0638
H -3.166010 -1.725060 -1.227870 -0.2095 0.0254 -1.0644
C 0.420860 -7.611250 4.505210 2.0603 -1.4355 -0.2336
C 0.565440 -8.651990 3.583590 -0.4294 -0.7450 -1.3851
C -0.460740 -8.966640 2.672820 -1.7338 3.8647 2.4621
N -1.624350 -8.190680 2.781300 -0.0802 -0.3511 0.5589
C -1.814820 -7.273040 3.803290 2.3402 -2.2844 -1.9226
C -0.744120 -6.971230 4.647030 -2.8378 0.7786 0.2544
H 1.258340 -7.346680 5.133730 0.0969 -0.1243 0.1269
H 1.455110 -9.256250 3.484860 0.3721 0.2434 0.3475
H -0.411030 -9.700550 1.882060 -0.0082 0.0092 0.0783
H -2.754950 -6.761760 3.948720 -0.2533 -0.2417 -0.5092
H -0.979260 -6.298730 5.458720 0.5000 0.3221 0.0581
Cl -2.845240 -11.336050 -0.863070 0.6938 -0.3829 -0.4578
C -3.107300 -9.674750 -0.362580 -0.0355 -0.0387 0.7198
Cl -4.839340 -9.518400 -0.117360 -0.5022 0.6621 0.0687
H -2.640290 -9.553800 0.614850 0.0376 0.1907 -0.1596
H -2.730770 -8.947380 -1.081780 -0.2146 -0.3743 0.0210
Cl -1.752340 -11.989890 3.104420 -1.4240 -0.7894 -0.2640
C -3.545420 -12.230760 2.798190 0.1067 -0.0781 -0.7753
Cl -4.464620 -11.137770 3.776390 -0.4203 0.6977 0.4299
H -3.764430 -12.047000 1.746350 0.5127 0.4617 0.0688
H -4.016450 -13.200490 2.958920 1.1862 -0.3702 0.5249
Cl -0.968120 -7.744160 -2.511330 0.0243 0.0430 -0.7642
C 0.729660 -7.502910 -2.925940 0.8353 0.7351 1.3773
Cl 1.590000 -8.857230 -3.586720 0.0313 -0.8793 -0.4291
H 0.982880 -6.655790 -3.563400 -0.9067 -0.0131 -0.0262
H 1.172870 -7.319920 -1.947070 0.1276 0.0965 -0.2276
Cl -2.773290 -16.529170 -1.404230 -0.3917 0.5098 0.2207
C -2.051150 -14.913100 -1.218750 0.6298 -0.0357 0.1617
Cl -1.420300 -14.619610 0.431510 0.0786 -0.2804 -0.3240
H -1.246220 -14.957360 -1.952400 0.0653 0.5170 0.4133
H -2.693670 -14.043630 -1.357670 -0.4091 -0.7226 -0.4679
```
Positions in Å, forces in eV/Å.

Results
**Orbital gap**: 10.04 eV
**SMILES**: c1ccncc1.c1ccncc1.c1ccncc1.ClCCl.ClCCl.ClCCl.ClCCl
**E**: -124723.2489 eV
**Multiplicity**: 1



The ion C6H12N2O2P with charge +1 at a distorted geometry, computed with the ωB97M-V functional and the def2-TZVPD basis.

```
23
Properties=species:S:1:pos:R:3:forces:R:3
C 1.561373 -0.015345 -0.982460 -1.5038 0.0331 -0.2457
C 1.839551 1.337195 -0.960959 3.2428 -1.6434 -1.3855
C 0.004959 1.714480 0.301234 1.4005 -3.0064 -0.6723
C 1.584560 3.539717 -0.137457 2.3660 1.5701 1.0069
C -0.420492 -2.510637 2.500316 -1.1181 0.8744 0.2988
C -2.701780 -1.804925 -1.596973 -0.4241 -1.1540 2.4648
N 0.393423 -0.403471 -0.456065 0.0338 4.2847 -0.1578
N 1.139894 2.150710 -0.145224 -3.2953 0.0264 -0.4031
O -0.012312 -1.649402 1.412352 -0.7151 -1.0592 1.4393
O -2.026751 -1.545331 -0.303982 0.3601 0.3597 1.6826
P -0.435085 -1.817134 -0.101829 -0.0416 -0.9052 -1.1259
H 2.186690 -0.777431 -1.470984 -0.1565 0.5996 0.1368
H 2.678681 1.797961 -1.511990 -0.5134 -0.5607 0.6869
H -0.938443 1.976376 0.762214 0.4139 0.4139 0.0702
H 2.742104 3.519383 -0.270567 -2.0924 0.0249 0.6856
H 1.246381 4.146323 -0.976978 -0.5551 -0.4493 -0.0092
H 1.301847 4.019372 0.830615 0.3278 -0.4070 -0.8912
H -0.612682 -1.818004 3.293205 -0.5719 0.3265 0.4823
H 0.277987 -3.170368 2.930098 1.7704 -0.6929 -0.4297
H -1.291489 -3.121672 2.318682 -0.4689 0.1925 -0.4839
H -3.116614 -0.865428 -1.826172 -0.2151 0.9969 -0.9902
H -3.551562 -2.555691 -1.509768 1.4218 0.7476 0.1980
H -1.850239 -2.146679 -2.097309 0.3344 -0.5721 -2.3579
```
Positions in Å, forces in eV/Å.

Results
**Orbital gap (alpha / beta)**: 6.86 / 7.68 eV
**E**: -22769.0160 eV
**Net charge**: +1
**Multiplicity**: 1



The molecule CH4N2OP4 at a distorted geometry, computed with the ωB97M-V functional and the def2-TZVPD basis.

```
12
Properties=species:S:1:pos:R:3:forces:R:3
H 3.961729 1.002764 0.303353 0.0060 0.4057 0.0145
P 3.234986 1.697529 -0.728368 -2.2283 -0.4005 0.8977
N 1.781473 1.656588 -0.028603 2.6462 -0.4333 -1.3491
P 0.191760 1.932214 -0.149275 -0.0555 1.6501 -0.0496
C -0.452514 0.883710 1.126741 -2.0531 -2.0389 -0.1518
O 0.009890 0.445161 2.128171 1.4267 0.5134 0.8884
P -2.256889 0.278332 0.824485 -0.4731 1.0205 -0.5400
P -1.965679 -1.712585 -0.032559 0.1388 -0.3214 0.0313
N -0.776794 -1.452607 -1.014001 0.3016 -0.2435 -0.6552
H -0.458109 1.380819 -1.290382 0.4953 -0.2614 0.2523
H -2.652079 0.151763 2.183157 0.2862 -0.4488 -0.2623
H -0.517428 -2.203523 -1.688065 -0.4909 0.5580 0.9237
```
Positions in Å, forces in eV/Å.

Results
**Orbital gap (alpha / beta)**: 7.10 / 7.10 eV
**SMILES**: [H]/P=N/PC(=O)[PH]#P=N
**E**: -43281.2285 eV
**Multiplicity**: 1



A structure of composition C11H14BN7PtS at a distorted geometry, computed with the ωB97M-V functional and the def2-TZVPD basis.

```
35
Properties=species:S:1:pos:R:3:forces:R:3
C -1.256753 -1.025020 2.642462 -0.5810 0.2359 -1.7137
N -0.880596 -0.519258 1.428734 -0.1134 -1.1579 1.2974
N -1.923888 -0.669785 0.569765 -0.6014 0.2506 -0.1854
C -2.955251 -1.219177 1.235980 0.2030 0.3599 -0.7210
C -2.575607 -1.463133 2.544205 0.8223 0.0142 0.7283
B -1.811981 -0.202134 -0.910272 -0.3404 0.0863 1.0085
N -1.169192 1.238060 -0.951026 -0.8649 0.7921 -1.3336
N -0.086085 1.562489 -0.176305 1.9351 2.0041 -0.5953
C 0.270736 2.857890 -0.454571 -0.0466 -2.0460 0.8840
C -0.612293 3.360539 -1.416328 0.7611 1.0287 0.3433
C -1.491828 2.306686 -1.719062 -0.5749 -2.3873 0.7945
Pt 0.973783 0.009319 0.619613 -1.3900 0.7167 -0.1481
N -0.784282 -1.188948 -1.572074 -1.8876 -1.3739 -3.2832
N 0.499268 -1.389242 -1.160546 2.5893 -1.6645 -0.8725
C 1.063460 -2.304472 -2.003572 -0.0670 1.8755 2.4564
C 0.101816 -2.693528 -2.955860 0.6610 -0.8730 -0.5500
C -1.037927 -1.956922 -2.659801 -1.4981 2.5079 2.3710
H 2.067671 -2.696277 -1.951564 0.1837 0.2408 0.3577
H -2.000746 -1.917410 -3.136247 -0.2154 -0.1041 -0.1865
H 0.216932 -3.430284 -3.724756 0.0937 -0.2863 -0.3887
H -2.877247 -0.181844 -1.463637 0.4966 -0.1949 0.0102
H -2.327179 2.239669 -2.412899 0.1168 0.1797 0.1365
H -3.898218 -1.388418 0.766808 -0.4572 -0.0670 -0.2683
H -0.583250 4.371799 -1.815927 -0.1652 -0.2182 -0.0772
H -3.159041 -1.897754 3.329985 -0.2711 -0.0823 0.1676
H 1.137374 3.294476 0.026292 -0.2253 0.1406 -0.1130
H -0.594192 -1.061232 3.473484 0.3711 0.0784 0.4264
H 2.739860 -0.062002 -1.028764 0.6360 0.4498 0.5244
C 2.765784 0.553118 -0.094334 0.7306 -0.7479 -2.2464
H 2.999216 1.550948 -0.475568 -0.4474 0.2033 0.3710
H 2.719499 1.140124 2.466218 -0.7865 0.2651 -0.4806
H 3.639651 0.215397 0.483182 -0.3874 -0.1721 0.3720
S 4.806785 0.926348 4.980164 1.6392 -0.1197 1.3541
C 3.527123 0.795286 4.095992 -4.3615 0.3729 -1.8763
N 2.496600 0.844694 3.420228 4.0426 -0.3073 1.4365
```
Positions in Å, forces in eV/Å.

Results
**Orbital gap (alpha / beta)**: 6.80 / 3.05 eV
**E**: -36769.5532 eV
**Net charge**: +4
**Multiplicity**: 5



The molecule C7H12 at a distorted geometry, computed with the ωB97M-V functional and the def2-TZVPD basis.

```
19
Properties=species:S:1:pos:R:3:forces:R:3
C -2.564760 -0.214899 0.046679 -0.0707 -0.0130 -0.0761
C -1.178382 0.411857 0.005738 0.0022 -0.0487 -0.0915
C -0.525288 0.554049 -1.371153 0.0823 0.1231 -0.1241
C 0.798921 0.323400 -1.282521 -0.5979 -0.8118 -1.0114
C 1.177953 0.155443 0.147964 -0.1812 0.9432 -0.1809
C 2.502551 -0.466691 0.623063 -0.1258 0.3478 -0.1860
C -0.109547 -0.374342 0.772867 -0.0203 0.1722 -0.0635
H -2.534019 -1.233116 -0.355874 -0.0288 0.1247 0.0385
H -2.943519 -0.262729 1.075374 0.0701 0.0089 -0.1703
H -3.277551 0.365432 -0.547896 0.0488 -0.0875 0.0628
H -1.243765 1.417699 0.472356 0.0829 -0.1122 -0.2464
H -0.968770 1.174288 -2.142563 -0.1533 -0.5002 -0.2346
H 1.608261 0.555590 -1.971178 -0.4552 -0.0903 -0.3665
H 1.010703 1.326621 -0.124051 1.7166 -1.0787 3.3015
H 2.556447 -1.561521 0.472489 -0.3769 0.4362 -0.1564
H 2.664767 -0.316319 1.700217 -0.1647 0.1476 -0.2975
H 3.364229 -0.041263 0.100312 -0.0916 0.0306 0.0393
H -0.172900 -0.300755 1.866548 0.0298 0.1806 -0.2614
H -0.230485 -1.442298 0.508108 0.2338 0.2277 0.0243
```
Positions in Å, forces in eV/Å.

Results
**Orbital gap**: 9.37 eV
**SMILES**: C[C@@H]1C=C[C@H](C)C1
**E**: -7451.5117 eV
**Multiplicity**: 1



A cluster of 3 separate species, C5H17N2O3 in total at a distorted geometry, computed with the ωB97M-V functional and the def2-TZVPD basis.

```
27
Properties=species:S:1:pos:R:3:forces:R:3
O 1.414482 1.337262 0.552965 0.0793 0.1744 -0.0381
C 1.084356 1.029051 -0.589189 0.3439 -0.1795 1.2503
N 1.941289 0.955894 -1.589095 -0.2892 -0.0318 -2.2317
C 1.592463 0.819465 -3.030338 0.7628 -0.0698 0.8737
C -0.366919 0.536903 -0.749765 0.4931 -0.8415 -0.5511
N -0.887989 0.472539 0.606249 -0.0273 0.0119 1.5549
C -2.320695 0.785395 0.662853 -0.4370 0.2328 1.0815
C -0.503127 -0.852959 -1.332385 0.1211 -0.1615 -1.0029
H 2.912207 1.206053 -1.481832 -0.1387 0.1300 0.8389
H 0.526770 0.961971 -3.191620 0.2341 0.1593 -0.2057
H 1.932323 -0.150196 -3.372081 -0.3153 -0.3530 -0.1484
H 2.222987 1.533587 -3.556902 -0.5063 0.2698 -0.1746
H -1.010524 1.213204 -1.285120 0.0257 0.5170 -0.3481
H -0.299002 1.072844 1.206158 0.0176 0.6723 -0.2506
H -0.660797 -0.405753 1.093972 -0.5279 -0.2539 -0.4021
H -2.875055 0.050757 0.097940 -0.1393 0.0762 -0.3272
H -2.454848 1.810171 0.337081 -0.1112 -0.0310 -0.4241
H -2.670291 0.749408 1.692572 0.1914 -0.2131 -0.0323
H -1.525342 -1.220069 -1.300763 -0.0543 -0.1283 0.5697
H -0.305432 -0.876207 -2.390876 0.2658 0.2304 -0.4131
H 0.214314 -1.546748 -0.909723 -0.1248 -0.1413 0.3456
H -0.027130 -4.007300 1.458801 0.0401 -0.0121 -0.0397
H 0.665583 -2.835688 0.739724 0.1722 -0.2635 0.0415
O 0.103769 -3.054189 1.486958 -0.2231 0.3511 0.1055
H -0.908885 -1.577085 3.209142 -0.0255 0.0225 0.0514
H -1.552803 -0.431441 4.022332 0.0637 -0.0593 0.0149
O -1.308138 -0.700288 3.131089 0.1093 -0.1080 -0.1380
```
Positions in Å, forces in eV/Å.

Results
**Orbital gap**: 11.22 eV
**E**: -14577.8225 eV
**Net charge**: +1
**Multiplicity**: 1



What did the second record say?
The ion C6H12N2O2P with charge +1 at a distorted geometry, computed with the ωB97M-V functional and the def2-TZVPD basis.

```
23
Properties=species:S:1:pos:R:3:forces:R:3
C 1.561373 -0.015345 -0.982460 -1.5038 0.0331 -0.2457
C 1.839551 1.337195 -0.960959 3.2428 -1.6434 -1.3855
C 0.004959 1.714480 0.301234 1.4005 -3.0064 -0.6723
C 1.584560 3.539717 -0.137457 2.3660 1.5701 1.0069
C -0.420492 -2.510637 2.500316 -1.1181 0.8744 0.2988
C -2.701780 -1.804925 -1.596973 -0.4241 -1.1540 2.4648
N 0.393423 -0.403471 -0.456065 0.0338 4.2847 -0.1578
N 1.139894 2.150710 -0.145224 -3.2953 0.0264 -0.4031
O -0.012312 -1.649402 1.412352 -0.7151 -1.0592 1.4393
O -2.026751 -1.545331 -0.303982 0.3601 0.3597 1.6826
P -0.435085 -1.817134 -0.101829 -0.0416 -0.9052 -1.1259
H 2.186690 -0.777431 -1.470984 -0.1565 0.5996 0.1368
H 2.678681 1.797961 -1.511990 -0.5134 -0.5607 0.6869
H -0.938443 1.976376 0.762214 0.4139 0.4139 0.0702
H 2.742104 3.519383 -0.270567 -2.0924 0.0249 0.6856
H 1.246381 4.146323 -0.976978 -0.5551 -0.4493 -0.0092
H 1.301847 4.019372 0.830615 0.3278 -0.4070 -0.8912
H -0.612682 -1.818004 3.293205 -0.5719 0.3265 0.4823
H 0.277987 -3.170368 2.930098 1.7704 -0.6929 -0.4297
H -1.291489 -3.121672 2.318682 -0.4689 0.1925 -0.4839
H -3.116614 -0.865428 -1.826172 -0.2151 0.9969 -0.9902
H -3.551562 -2.555691 -1.509768 1.4218 0.7476 0.1980
H -1.850239 -2.146679 -2.097309 0.3344 -0.5721 -2.3579
```
Positions in Å, forces in eV/Å.

Results
**Orbital gap (alpha / beta)**: 6.86 / 7.68 eV
**E**: -22769.0160 eV
**Net charge**: +1
**Multiplicity**: 1